Record 1
58
Properties=species:S:1:pos:R:3:forces:R:3 method="wB97M-V/def2-TZVPD" smiles="CCCCN(CC)CCNC(=O)c1cn(-c2ccc(Cl)cc2)c(=O)c2ccccc12" homo_energy_ev=-8.25 lumo_ha=0.01325 e_tot_ev=-46431.88278
N 0.744790 2.138250 -0.446862 0.103 0.035 0.306
H -3.949907 1.177792 -0.028573 0.003 0.076 -0.070
H -5.622560 1.037294 1.775181 -0.063 0.057 0.036
C -3.357637 -1.989456 1.008875 0.049 0.124 -0.027
C -0.246619 -2.284104 -4.846530 -0.078 -0.073 0.017
H -0.178262 -3.026150 -5.627640 -0.011 -0.069 -0.053
H -1.779191 -3.313277 -3.748098 -0.036 -0.063 -0.005
C 0.488799 -0.197946 -3.898574 0.126 0.055 -0.089
H 1.966317 3.660063 -1.118363 -0.039 0.018 0.129
Cl -6.295607 -1.081096 3.538418 -0.151 -0.017 0.159
H 2.681483 -0.288304 -0.323154 0.058 0.000 -0.113
H 0.777945 -1.864170 -0.762943 -0.028 0.016 -0.135
H 1.354868 2.322085 4.601030 -0.048 0.006 0.158
H 1.620353 0.720081 3.912340 -0.011 -0.133 0.053
C 0.338071 1.823957 -1.699691 -0.273 -0.040 0.382
N -2.249522 -0.720458 -0.752627 -0.013 -0.220 -0.156
H 0.684044 1.452193 0.293273 -0.010 -0.090 -0.165
C 1.736811 3.151582 -0.180326 0.213 0.120 -0.018
H 1.325919 3.877658 0.528702 0.101 0.047 -0.071
C -0.409615 -0.345859 -2.834846 -0.226 -0.339 -0.090
C 1.417132 1.760256 3.672622 0.268 0.195 -0.089
H 1.258352 -1.020436 -5.704751 0.063 0.030 -0.055
C 2.812964 -0.688366 0.684478 -0.069 0.102 0.440
C -1.134689 -2.449465 -3.809620 -0.052 -0.025 0.054
H 1.106451 0.684548 -3.942330 0.017 0.048 -0.010
H 4.436607 0.579556 1.351423 -0.040 0.038 0.112
H 3.535473 -1.504815 0.623778 0.039 -0.048 -0.094
C 1.478725 -1.236801 1.185122 0.158 -0.087 -0.297
N 2.602572 1.627154 1.520577 0.081 0.063 0.034
H -0.058872 -2.634777 0.586373 -0.128 -0.104 -0.022
C -5.112552 -0.979358 2.284724 0.158 0.089 -0.223
C -1.228104 -1.490595 -2.796655 0.366 0.179 -0.355
H 0.456018 1.813588 3.167452 -0.120 -0.007 -0.050
C 0.906915 -2.280182 0.233991 0.006 0.139 0.196
H 3.727100 3.237200 0.686628 0.018 -0.074 -0.012
O 0.618315 2.496911 -2.672993 0.100 0.035 -0.351
C 0.564079 -1.151685 -4.887837 0.001 0.022 0.086
H 3.471952 2.338835 3.321273 -0.017 0.082 -0.086
O -2.931127 -2.688336 -1.667786 0.023 -0.042 -0.070
H 2.261152 3.385740 2.567192 0.071 0.007 0.015
C -4.983085 0.195797 1.560635 -0.061 -0.103 0.174
C 3.378715 0.398924 1.602589 0.017 -0.227 -0.289
C -2.196785 -1.721321 -1.728322 -0.166 -0.121 0.055
C -1.437102 0.375329 -0.784487 0.694 0.481 -0.327
C 2.985092 2.475859 0.401956 -0.263 0.142 -0.100
C -3.218685 -0.815399 0.278102 -0.475 -0.048 0.434
H 0.768225 -0.415429 1.300589 -0.041 0.030 0.107
H -4.420093 -2.983484 2.576920 -0.023 -0.069 0.065
H 1.621123 -1.685851 2.170843 -0.026 0.068 0.101
H 1.576683 -3.133952 0.159088 0.041 -0.127 -0.054
H 3.427011 1.849220 -0.374965 0.013 0.032 -0.004
C -4.306584 -2.073126 2.010289 -0.030 0.095 0.025
H -1.575703 1.068167 0.033357 0.011 -0.003 0.015
C 2.510010 2.344738 2.782820 -0.220 -0.093 0.168
C -0.521058 0.602154 -1.755302 -0.341 0.043 0.287
C -4.038622 0.273435 0.555017 0.182 -0.201 -0.124
H -2.733518 -2.839160 0.786484 0.035 -0.051 -0.030
H 3.345435 0.034991 2.631134 0.047 0.002 0.025

---

Record 2
16
Properties=species:S:1:pos:R:3:forces:R:3 method="wB97M-V/def2-TZVPD" smiles="CN1C(=[NH2+])C12CC2" homo_energy_ev=-14.59 lumo_ha=-0.14544 charge=+1 e_tot_ev=-8299.34033
H -0.985631 -2.771432 0.774097 -0.536 -1.229 -0.230
C 0.400739 0.406492 0.182584 0.653 -0.577 2.969
N -0.698978 -0.298685 -0.466522 1.189 1.092 0.223
H 0.509553 -2.792479 1.665420 -0.181 0.721 -0.602
H 1.854463 1.636032 -0.904913 -0.388 0.104 1.226
H 0.899807 1.472795 2.104188 -0.715 0.103 0.178
N -0.291735 -2.282822 1.279417 0.500 5.753 -2.926
H -2.452263 -0.694034 -1.354731 0.334 1.208 -0.506
C 0.553849 1.595220 1.088530 1.321 0.082 -2.397
C -1.531442 -0.086858 -1.548555 -0.903 -0.481 -4.874
H 0.178011 2.534868 0.677222 -0.332 -0.199 0.862
H -1.610784 1.050583 -1.882899 -0.254 -2.508 1.370
C -0.125408 -0.945219 0.442353 0.702 -4.824 3.822
H 2.659466 0.636089 0.418910 -1.998 0.733 -0.304
C 1.671697 1.133900 0.078913 1.707 -1.099 -1.358
H -1.031344 -0.594449 -2.554014 -1.099 1.122 2.545

---

Record 3
9
Properties=species:S:1:pos:R:3:forces:R:3 method="wB97M-V/def2-TZVPD" homo_energy_ev="-9.64 / -9.64" lumo_ha="-0.11637 / -0.11632" e_tot_ev=-14498.03769
H -1.774448 1.808819 -0.495926 0.109 0.455 0.094
P -1.637014 0.574843 0.146081 1.223 0.814 -1.134
H -1.372315 0.988628 1.470080 0.176 -0.419 0.087
H 2.574966 -0.573824 0.842806 -1.857 -0.670 -1.137
O -2.802525 -0.235082 -0.131172 -2.182 -1.082 0.515
O -0.410561 -0.075930 -0.556274 2.932 -0.419 1.033
H 1.398688 -1.666941 -0.330265 -0.332 -0.969 0.008
C 1.911056 -0.782577 -0.077772 0.277 3.048 0.261
H 2.112156 -0.037937 -0.867557 -0.345 -0.758 0.273

---

Record 4
19
Properties=species:S:1:pos:R:3:forces:R:3 method="wB97M-V/def2-TZVPD" smiles=CC[C@@H](O)[C@@H](C)O homo_energy_ev=-10.03 lumo_ha=0.02543 e_tot_ev=-9474.19314
H 0.715635 -0.440990 -1.030268 -0.094 -0.026 0.093
H -1.047016 -0.186765 -2.518698 -0.062 0.087 0.113
C 2.356497 0.198055 1.047952 0.059 -0.010 -0.018
H -0.159351 -1.684632 1.321899 0.098 -0.113 -0.092
C -1.315974 -0.004291 -0.383105 0.130 0.237 -0.079
H -2.420055 -1.253656 0.645209 0.043 -0.079 -0.142
C -1.498620 0.510852 -1.804720 0.033 0.029 -0.028
H -1.051012 1.499691 -1.948263 0.017 -0.147 0.051
C 0.908782 0.631131 0.814329 -0.083 0.024 -0.003
H 2.896315 0.125168 0.096322 -0.071 0.043 0.127
O 0.294414 -1.680028 0.469222 -0.117 -0.035 0.227
H 0.383056 0.709657 1.779885 0.026 -0.034 -0.156
O -2.179434 -1.125127 -0.278147 -0.169 -0.016 0.241
C 0.175612 -0.379348 -0.076662 0.061 0.140 -0.154
H -1.643608 0.776301 0.325163 0.092 -0.138 -0.078
H 0.872203 1.633029 0.364165 -0.044 -0.174 0.001
H -2.568451 0.570864 -2.025570 0.168 0.093 0.042
H 2.380024 -0.794031 1.507365 0.044 0.176 -0.048
H 2.900982 0.894116 1.693921 -0.131 -0.056 -0.097

---

Computed maximum force (eV Å⁻¹) in order:
0.906 6.473 3.137 0.295
Computed ΔE to the lowest compared entry with this formula, charge and spin (kJ/mol) in order:
0.0 616.7 356.6 90.9